No. 1
{
  "formula": "C23H36BN12ORu",
  "method": "wB97M-V/def2-TZVPD",
  "symbols": ["Ru", "C", "C", "C", "C", "C", "N", "N", "B", "N", "N", "C", "C", "C", "C", "C", "N", "N", "C", "C", "C", "C", "C", "H", "H", "H", "H", "H", "H", "H", "H", "H", "H", "H", "H", "H", "H", "H", "H", "H", "H", "H", "H", "H", "H", "N", "C", "N", "O", "H", "H", "H", "H", "C", "N", "C", "C", "N", "C", "H", "H", "H", "H", "H", "H", "N", "C", "C", "N", "C", "H", "H", "H", "H"],
  "coordinates": [[-0.42, -0.01, -0.48], [-1.56, 4.37, 0.24], [-0.40, 3.76, 0.91], [0.63, 4.38, 1.59], [1.37, 3.37, 2.15], [2.58, 3.41, 2.97], [0.76, 2.13, 1.75], [-0.25, 2.34, 1.01], [1.14, 0.66, 2.25], [-0.13, -0.16, 2.43], [-0.81, -0.70, 1.37], [-1.76, -1.53, 1.89], [-2.62, -2.44, 1.08], [-1.69, -1.47, 3.27], [-0.66, -0.61, 3.58], [-0.14, -0.23, 4.93], [2.03, 0.00, 1.20], [1.56, -0.25, -0.07], [2.63, -0.67, -0.80], [2.58, -1.17, -2.20], [3.76, -0.66, -0.01], [3.36, -0.23, 1.25], [4.20, -0.08, 2.48], [-1.84, 5.29, 0.76], [-2.41, 3.69, 0.21], [-1.31, 4.66, -0.79], [0.79, 5.44, 1.70], [2.80, 4.44, 3.26], [3.44, 3.03, 2.41], [2.48, 2.79, 3.87], [1.71, 0.77, 3.29], [-2.51, -2.30, 0.01], [-3.67, -2.33, 1.36], [-2.36, -3.47, 1.30], [-2.30, -2.03, 3.97], [-0.83, -0.59, 5.69], [-0.04, 0.85, 5.04], [0.83, -0.68, 5.12], [1.96, -0.56, -2.85], [2.19, -2.19, -2.22], [3.59, -1.20, -2.61], [4.75, -0.95, -0.29], [4.96, -0.86, 2.48], [3.63, -0.15, 3.40], [4.72, 0.88, 2.47], [0.74, 1.50, -4.37], [-0.11, 0.90, -3.54], [-1.21, 0.32, -4.05], [0.15, 0.89, -2.30], [0.59, 1.56, -5.36], [1.56, 1.94, -3.98], [-1.45, 0.39, -5.02], [-1.91, -0.02, -3.41], [-0.30, -4.98, -3.68], [-0.23, -4.05, -2.53], [0.16, -4.38, -1.26], [0.10, -3.23, -0.54], [-0.34, -2.20, -1.35], [-0.52, -2.75, -2.55], [-0.20, -5.99, -3.31], [0.50, -4.77, -4.38], [-1.27, -4.88, -4.17], [0.46, -5.38, -0.98], [0.35, -3.07, 0.50], [-0.82, -2.23, -3.45], [-4.57, 1.12, -0.95], [-3.96, 2.07, -1.73], [-2.64, 1.80, -1.67], [-2.43, 0.67, -0.87], [-3.64, 0.31, -0.44], [-5.56, 1.03, -0.78], [-4.51, 2.85, -2.24], [-1.83, 2.34, -2.12], [-3.86, -0.51, 0.21]],
  "total_charge": 3,
  "s2": 6.023,
  "multiplicity": 5,
  "energy_ha": -1749.32021,
  "homo_ev": [-16.9139, -16.9167]
}

=====

No. 2
{
  "formula": "C33H33Cl3GeMnN2P2",
  "method": "wB97M-V/def2-TZVPD",
  "symbols": ["Mn", "N", "P", "C", "C", "C", "C", "C", "C", "C", "C", "C", "C", "C", "C", "P", "C", "C", "C", "C", "C", "C", "C", "C", "C", "C", "C", "C", "H", "H", "H", "H", "H", "H", "H", "H", "H", "H", "H", "H", "H", "H", "H", "H", "H", "H", "H", "H", "H", "C", "N", "C", "C", "C", "C", "C", "C", "C", "C", "H", "H", "H", "H", "H", "H", "H", "H", "H", "H", "H", "H", "Cl", "Ge", "Cl", "Cl"],
  "coordinates": [[-0.47, 0.29, -1.10], [0.31, 1.53, 1.68], [0.20, -0.14, 1.38], [1.64, -0.86, 2.18], [2.79, -1.12, 1.44], [3.93, -1.62, 2.07], [3.91, -1.86, 3.43], [2.77, -1.61, 4.18], [1.63, -1.11, 3.56], [-1.24, -0.80, 2.25], [-2.33, 0.02, 2.56], [-3.49, -0.54, 3.07], [-3.57, -1.91, 3.27], [-2.48, -2.73, 2.97], [-1.32, -2.17, 2.46], [-0.48, 2.34, 0.40], [-0.86, 4.00, 0.94], [-2.20, 4.37, 1.09], [-2.50, 5.65, 1.52], [-1.49, 6.55, 1.79], [-0.15, 6.19, 1.64], [0.16, 4.91, 1.21], [0.80, 2.47, -0.89], [2.05, 1.83, -0.81], [2.90, 1.85, -1.91], [2.53, 2.50, -3.07], [1.30, 3.15, -3.15], [0.44, 3.12, -2.08], [0.42, 1.94, 2.60], [2.80, -0.95, 0.37], [4.82, -1.82, 1.49], [4.80, -2.25, 3.92], [2.76, -1.81, 5.24], [0.73, -0.93, 4.13], [-2.28, 1.09, 2.39], [-4.33, 0.09, 3.30], [-4.48, -2.35, 3.67], [-2.54, -3.80, 3.13], [-0.48, -2.81, 2.22], [-2.98, 3.66, 0.87], [-3.54, 5.95, 1.63], [-1.73, 7.55, 2.13], [0.63, 6.90, 1.85], [1.20, 4.63, 1.07], [2.36, 1.37, 0.11], [3.86, 1.35, -1.85], [3.20, 2.51, -3.92], [1.02, 3.67, -4.06], [-0.53, 3.61, -2.15], [1.60, -3.57, -0.93], [0.35, -4.13, -1.41], [-0.14, -5.15, -0.49], [-0.64, -3.08, -1.60], [-0.34, -2.20, -2.79], [0.09, -2.79, -3.98], [0.34, -2.02, -5.11], [0.14, -0.65, -5.08], [-0.30, -0.05, -3.91], [-0.50, -0.81, -2.76], [2.36, -4.35, -0.86], [1.48, -3.11, 0.07], [1.96, -2.81, -1.63], [0.60, -5.94, -0.40], [-1.07, -5.58, -0.88], [-0.35, -4.74, 0.51], [-0.76, -2.46, -0.69], [-1.61, -3.56, -1.76], [0.24, -3.86, -4.00], [0.66, -2.50, -6.02], [0.31, -0.05, -5.96], [-0.49, 1.02, -3.91], [-3.79, -1.80, -1.20], [-2.94, 0.14, -1.59], [-3.60, 0.75, -3.55], [-4.12, 1.43, -0.28]],
  "total_charge": 1,
  "s2": 6.307,
  "multiplicity": 5,
  "energy_ha": -6677.93594,
  "homo_ev": [-11.0104, -11.0132]
}

=====

No. 3
{
  "formula": "C26H25N14S3Tc",
  "method": "wB97M-V/def2-TZVPD",
  "symbols": ["Tc", "C", "C", "C", "C", "N", "C", "N", "C", "N", "C", "N", "C", "C", "C", "C", "C", "N", "C", "C", "C", "C", "C", "C", "H", "H", "H", "H", "H", "H", "H", "H", "H", "H", "H", "H", "C", "C", "S", "C", "C", "S", "C", "C", "S", "H", "H", "H", "H", "H", "H", "H", "H", "H", "H", "H", "H", "N", "C", "N", "N", "N", "N", "C", "N", "N", "N", "N", "H"],
  "coordinates": [[-1.87, -0.87, 0.19], [-2.39, 3.36, -0.64], [-1.81, 4.04, 0.43], [-1.13, 3.30, 1.37], [-1.04, 1.90, 1.27], [-1.66, 1.24, 0.25], [-2.28, 1.99, -0.69], [-0.31, 1.32, 2.26], [-0.21, 0.07, 2.52], [-0.85, -0.98, 1.87], [-0.48, -2.16, 2.50], [-0.80, -3.36, 2.19], [-1.58, -3.78, 1.15], [-1.66, -5.18, 1.02], [-2.40, -5.75, 0.01], [-3.12, -4.90, -0.84], [-3.02, -3.55, -0.65], [-2.24, -2.96, 0.29], [0.39, -1.84, 3.64], [0.97, -2.64, 4.60], [1.76, -2.01, 5.55], [1.97, -0.63, 5.53], [1.37, 0.17, 4.57], [0.57, -0.46, 3.63], [-2.93, 3.87, -1.42], [-1.90, 5.11, 0.52], [-0.65, 3.76, 2.22], [-2.74, 1.47, -1.51], [-1.11, -5.76, 1.74], [-2.44, -6.82, -0.11], [-3.74, -5.29, -1.63], [-3.60, -2.90, -1.29], [0.81, -3.71, 4.61], [2.24, -2.60, 6.33], [2.61, -0.18, 6.28], [1.52, 1.24, 4.55], [3.11, 3.66, -0.38], [3.07, 2.56, 0.69], [2.27, 0.99, 0.23], [3.27, 0.50, -1.22], [2.60, 0.78, -2.60], [0.86, 1.36, -2.45], [0.87, 2.86, -3.47], [1.73, 3.97, -2.86], [1.48, 4.17, -1.05], [3.72, 3.34, -1.22], [3.56, 4.55, 0.06], [2.53, 2.90, 1.57], [4.10, 2.33, 0.97], [3.42, -0.57, -1.09], [4.23, 1.01, -1.14], [2.57, -0.12, -3.20], [3.14, 1.55, -3.15], [-0.17, 3.15, -3.51], [1.21, 2.61, -4.47], [1.48, 4.92, -3.31], [2.79, 3.78, -3.01], [-1.35, -1.30, -3.23], [-0.33, -1.54, -2.37], [0.86, -2.00, -2.69], [1.53, -2.11, -1.53], [0.83, -1.74, -0.53], [-0.38, -1.36, -1.02], [-2.59, -0.94, -2.81], [-3.64, -0.74, -3.58], [-4.64, -0.42, -2.73], [-4.25, -0.43, -1.51], [-2.92, -0.75, -1.51], [-1.20, -1.48, -4.21]],
  "total_charge": 1,
  "de_lowest_ev": 0.905,
  "s2": 3.772,
  "multiplicity": 4,
  "energy_ha": -3047.49076,
  "homo_ev": [-10.0615, -10.0591]
}

=====

No. 4
{
  "formula": "C4H3LiOTm",
  "method": "wB97M-V/def2-TZVPD",
  "symbols": ["O", "C", "Li", "Tm", "H", "H", "C", "C", "C", "H"],
  "coordinates": [[1.35, -0.76, 0.37], [2.36, -1.62, 0.14], [-0.36, -1.42, 0.09], [1.87, 1.30, 1.11], [3.29, -1.48, 0.69], [2.12, -2.56, -0.39], [-4.56, 0.41, -0.06], [-3.51, -0.22, -0.37], [-2.40, -0.91, -0.23], [-5.49, 0.49, 0.53]],
  "total_charge": 2,
  "de_lowest_ev": 0.000,
  "s2": 3.784,
  "multiplicity": 4,
  "energy_ha": -1321.30728,
  "homo_ev": [-14.2991, -17.4298]
}